a | Here is 2 unconnected molecules or ions with the total composition C7H14OS from the Open Molecules 2025 dataset. Energies are from ωB97M-V/def2-TZVPD.

As for the LUMO energy (alpha / beta): -0.83 / -0.83 eV. Its multiplicity is 1.

Cartesian coordinates (Å):
C (-0.98841, 0.13109, -0.46544)
C (-0.98154, -1.25530, 0.35804)
C (0.37271, 0.83653, -0.39394)
C (-1.42712, -1.10153, 1.68677)
C (-0.61991, -2.45322, -0.05537)
C (1.51368, 0.05310, -1.06852)
C (0.77118, 1.55097, 0.77008)
O (2.54000, 3.06213, -1.94299)
S (0.81087, 3.03529, -2.09929)
H (-1.22509, 0.00724, -1.55533)
H (-1.78055, 0.83586, -0.09537)
H (-2.54382, -1.28574, 1.62992)
H (-1.24726, -0.13229, 2.13973)
H (-1.13468, -1.99025, 2.30628)
H (-0.57141, -3.38557, 0.49669)
H (-0.57114, -2.63203, -1.18928)
H (2.76368, 2.32533, -2.49816)
H (2.40557, 0.67528, -1.19310)
H (1.18063, -0.52048, -1.88815)
H (1.82560, -0.60638, -0.35899)
H (1.54912, 2.13055, 0.44287)
H (1.29333, 0.95855, 1.48445)
H (0.02450, 2.22992, 1.18935)

***

b | Here is 2 unconnected molecules or ions with the total composition C7H14OS from the Open Molecules 2025 dataset. Energies are from ωB97M-V/def2-TZVPD.

As for the LUMO energy (alpha / beta): -0.34 / -0.33 eV. Its multiplicity is 1.

Cartesian coordinates (Å):
C (1.81354, 0.77755, -2.17870)
C (1.63172, 0.91504, -3.67501)
C (-1.04606, 0.28884, 3.54475)
C (0.79077, -1.01201, -0.81222)
C (-1.15525, -0.46839, 2.26350)
C (-0.50279, -0.67912, -0.20151)
C (-0.32797, -0.00770, 1.11498)
O (2.35274, 1.88499, 0.16993)
S (2.34269, 2.03853, -1.27080)
H (0.62168, 0.93822, -3.89207)
H (2.26159, 1.78346, -4.08723)
H (1.95438, 0.00866, -4.14143)
H (0.03461, 0.16487, 3.85322)
H (-1.52922, -0.32728, 4.30439)
H (-1.52658, 1.17628, 3.62051)
H (1.62077, -1.23691, -0.29172)
H (0.67891, -1.57422, -1.70350)
H (-0.82975, -1.43920, 2.58206)
H (-2.23213, -0.45671, 2.00549)
H (-1.03153, -1.58374, 0.06665)
H (-1.16598, -0.05086, -0.88150)
H (-0.61848, 1.07164, 1.06525)
H (0.73154, -0.04926, 1.45424)

***

It is a that is the most stable of them.

***

a | Here is 2 unconnected molecules or ions with the total composition C5H6NS from the Open Molecules 2025 dataset. Energies are from ωB97M-V/def2-TZVPD.

As for the LUMO energy: -5.61 eV. The net charge is +1. Its multiplicity is 1.

Cartesian coordinates (Å):
C (1.56705, 1.16292, -0.59996)
C (0.75227, -0.77844, 0.12258)
C (2.05463, -1.04622, 0.34828)
C (-1.82743, 0.30713, -0.55226)
C (-2.37272, 0.30216, 0.56425)
N (0.43487, 0.42336, -0.42611)
S (2.97762, 0.41273, -0.07976)
H (-0.09438, -1.59394, 0.08716)
H (2.50042, -1.70296, 1.08000)
H (-2.03347, 0.21982, -1.55094)
H (-2.18897, 0.36836, 1.68066)
H (-3.31700, -0.14668, 0.40439)
H (1.54711, 2.07178, -1.07831)

***

b | Here is a molecular structure, C5H6NS from the Open Molecules 2025 dataset. Energies are from ωB97M-V/def2-TZVPD.

As for the LUMO energy: -6.97 eV. The net charge is +1. Its multiplicity is 1.

Cartesian coordinates (Å):
C (-2.48258, 1.36118, 0.05651)
C (-1.18169, 0.98900, -0.14394)
C (-1.46404, -0.39432, -0.06952)
C (0.21803, 1.55209, -0.21744)
C (-0.50602, -1.46519, -0.09933)
N (-3.59599, 0.95042, 0.16800)
S (-3.20021, -0.76395, 0.15092)
H (0.86062, 0.66853, 0.09565)
H (0.28819, 2.34426, 0.40394)
H (0.51353, 1.87184, -1.20473)
H (-0.90783, -2.27516, 0.56198)
H (0.51254, -1.14355, -0.00950)
H (-0.38840, -2.01619, -1.08821)

***

It is b that is the most stable of them.

***

a | Here is C10H17N3O6 in the gas phase from the Open Molecules 2025 dataset. Energies are from ωB97M-V/def2-TZVPD.

As for the LUMO energy: 0.56 eV. Its SMILES is CNC(=O)[C@@H](CC(=O)O)NC(=O)[C@@H](CO)NC(C)=O. Its multiplicity is 1.

Cartesian coordinates (Å):
O (-0.49653, 1.97415, -0.28767)
O (-1.95267, -0.68425, 1.17411)
O (1.49498, -2.07301, -1.37995)
O (1.73403, -0.70672, 3.61813)
O (-1.98519, -1.75312, 3.12975)
O (0.46872, 0.18382, -4.68907)
C (-1.20611, 1.60882, -1.24959)
C (-1.42538, -1.53016, 1.87715)
C (1.04179, -0.99119, -1.15479)
C (1.38615, -0.31805, 2.50957)
N (1.14412, 0.98864, 2.27904)
N (-0.69293, 0.61955, -2.09070)
N (0.79912, -0.58851, 0.11048)
C (-2.66862, 1.94076, -1.35533)
C (1.44350, 2.17892, 3.08624)
C (0.52216, -0.80014, -3.66011)
C (-0.07303, -2.22653, 1.59432)
C (0.61259, 0.01075, -2.31565)
C (1.07863, -1.24298, 1.33119)
H (-1.48540, -2.37201, 3.64980)
H (1.28563, 0.41028, -5.14388)
H (0.68371, 1.18850, 1.39245)
H (-1.29037, 0.34302, -2.84229)
H (0.17921, 0.13020, 0.15605)
H (-2.85599, 2.69125, -0.54849)
H (-3.03933, 2.28367, -2.29298)
H (-3.24377, 1.10069, -1.04033)
H (0.48942, 2.67242, 3.32343)
H (2.03670, 1.91033, 4.00672)
H (1.83546, 3.03000, 2.51152)
H (-0.41927, -1.32679, -3.74497)
H (1.11657, -1.74799, -3.65645)
H (0.22552, -2.85754, 2.39595)
H (-0.17949, -3.00145, 0.79402)
H (1.36737, 0.75060, -2.63958)
H (2.06872, -1.79591, 1.15191)

***

b | Here is C10H17N3O6 in the gas phase from the Open Molecules 2025 dataset. Energies are from ωB97M-V/def2-TZVPD.

As for the LUMO energy: 0.32 eV. Its SMILES is NC(=O)CC[C@H](N)C(=O)N[C@@H](CCC(=O)O)C(=O)O. Its multiplicity is 1.

Cartesian coordinates (Å):
C (-1.44799, 1.74484, 0.06446)
C (-0.05622, 1.15211, -0.17321)
C (-2.50564, 1.19862, -0.88683)
C (-2.79901, -0.31955, -0.99974)
C (-3.54647, -0.84209, 0.21780)
C (1.37920, -0.83102, -0.12450)
C (0.90441, -2.13309, -0.65744)
C (2.50321, -1.13776, 1.03566)
C (3.09505, 0.19823, 1.37293)
C (3.94634, 0.56347, 0.15067)
H (-1.91162, 3.83273, 0.28520)
H (-0.26529, 3.52729, -0.02491)
H (-1.75423, 1.52691, 1.13305)
H (-2.07349, 1.62265, -1.81315)
H (-3.59349, 1.60756, -0.59862)
H (-1.96966, -0.94427, -1.11962)
H (-3.54210, -0.57020, -1.79360)
H (-2.25138, -2.31102, 0.29919)
H (-3.17085, -2.14156, 1.67650)
H (-0.53939, -0.61935, 0.85835)
H (1.92684, -0.17275, -0.63172)
H (1.95253, -1.55078, 1.84607)
H (3.21957, -1.82556, 0.56997)
H (3.53289, -0.02035, 2.33715)
H (2.28803, 0.91700, 1.50851)
H (2.57845, 1.93034, -1.01884)
H (1.50337, -3.58082, -1.87620)
N (-1.22356, 3.16911, -0.09921)
N (-2.77382, -1.69622, 0.87787)
N (0.29199, -0.03775, 0.53010)
O (0.68973, 1.63086, -0.98165)
O (-4.57175, -0.23937, 0.57306)
O (-0.18605, -2.64254, -0.44855)
O (5.10886, 0.36508, -0.12200)
O (3.34649, 1.49537, -0.66375)
O (1.91504, -2.86611, -1.30298)

***

It is a that is the most stable of them.